C5H12N4 | wB97M-V/def2-TZVPD

```
21
Properties=species:S:1:pos:R:3
C 1.197 -0.875 -0.918
C -1.736 -0.308 -1.146
N 0.472 0.190 -0.239
N -0.960 0.265 -0.073
C 1.213 1.326 0.166
N 0.429 2.358 0.611
C -0.621 -0.600 1.129
C -1.081 -1.837 1.375
N 2.482 1.242 0.172
H -0.553 2.304 0.371
H 0.848 3.267 0.673
H 2.936 2.119 0.408
H -0.226 -0.005 1.944
H 1.498 -1.621 -0.180
H 0.612 -1.371 -1.683
H 2.093 -0.458 -1.367
H -1.430 0.142 -2.093
H -1.654 -1.398 -1.267
H -2.782 -0.118 -0.904
H -1.508 -2.478 0.622
H -1.228 -2.143 2.398
```

* frontier orbital gap: 0.3213 Eh
* E: -416.6222 Eh
* net charge: 0